24
Properties=species:S:1:pos:R:3:lowdin_charge:R:1 method="wB97M-V/def2-TZVPD" total_charge=+1 homo_ha=-0.4569 max_force_ev_per_a=3.2 de_lowest_ev=0.313
Rb 1.000 -1.177 2.577 0.917
C 4.696 -1.333 -0.138 -0.134
O 3.943 -0.726 0.940 -0.205
H 4.638 -2.423 0.084 0.087
H 4.230 -1.211 -1.182 0.106
H 5.746 -1.068 -0.101 0.078
H 4.144 0.240 0.958 0.095
C -0.844 -0.305 -1.481 -0.043
C -0.639 0.895 -0.557 -0.404
C -1.951 1.150 0.214 -0.131
O -2.626 -0.101 0.591 -0.221
C -3.974 -0.034 0.722 -0.158
N 0.581 0.730 0.275 -0.048
H -1.618 -0.048 -2.250 0.109
H -1.343 -1.132 -0.986 0.075
H 0.082 -0.503 -2.015 0.081
H -0.550 1.773 -1.163 0.124
H -2.577 1.655 -0.469 0.105
H -1.935 1.713 1.187 0.144
H -4.470 0.535 -0.080 0.093
H -4.344 0.582 1.581 0.102
H -4.407 -1.009 0.734 0.086
H 1.344 0.218 -0.211 0.066
H 0.874 1.578 0.770 0.078

25
Properties=species:S:1:pos:R:3:lowdin_charge:R:1 method="wB97M-V/def2-TZVPD" smiles="C[C@H](O)CCNC=O.O.O" homo_ha=-0.3704 max_force_ev_per_a=0.4 de_lowest_ev=0.000
C 1.392 -1.166 0.354 -0.036
C -0.030 -1.018 -0.164 -0.421
O -0.434 -2.216 -0.866 -0.065
C -0.180 0.097 -1.184 -0.137
C 0.260 1.464 -0.668 -0.181
N -0.407 1.846 0.564 0.044
C -1.496 2.623 0.612 -0.329
O -2.171 2.781 1.620 -0.008
H 1.483 -2.077 0.939 0.085
H 1.684 -0.335 0.992 0.078
H 2.100 -1.250 -0.477 0.089
H -0.716 -0.871 0.676 0.140
H -0.492 -2.939 -0.233 0.105
H 0.410 -0.164 -2.067 0.124
H -1.225 0.136 -1.495 0.125
H 0.054 2.223 -1.420 0.118
H 1.337 1.470 -0.505 0.118
H -0.164 1.351 1.415 0.110
H -1.752 3.126 -0.335 0.142
O 1.687 -2.884 -2.654 -0.074
H 0.963 -2.659 -2.047 -0.016
H 1.262 -3.252 -3.434 0.033
O -1.069 0.905 3.293 -0.081
H -1.584 1.634 2.884 -0.001
H -0.911 1.177 4.202 0.039

23
Properties=species:S:1:pos:R:3:lowdin_charge:R:1 method="wB97M-V/def2-TZVPD" smiles=CCN[C@@H](C)CS.O homo_ha=-0.3198 max_force_ev_per_a=1.4 de_lowest_ev=0.721
C -0.543 -2.698 0.250 -0.098
C -1.405 -1.438 0.336 -0.278
N -0.654 -0.297 0.822 -0.066
C -0.238 0.703 -0.139 -0.486
C -1.399 1.570 -0.658 -0.065
C 0.870 1.583 0.483 -0.512
S 2.008 2.357 -0.748 0.708
H 0.093 -2.795 1.130 0.068
H -1.140 -3.616 0.250 0.066
H 0.125 -2.706 -0.610 0.066
H -2.307 -1.671 0.899 0.109
H -1.747 -1.190 -0.678 0.101
H -0.984 0.090 1.691 0.116
H 0.162 0.132 -0.983 0.130
H -1.925 0.951 -1.393 0.072
H -2.100 1.934 0.091 0.083
H -1.086 2.433 -1.247 0.056
H 0.351 2.415 0.957 0.067
H 1.389 0.969 1.215 0.069
H 0.994 2.962 -1.384 -0.156
O 3.224 -0.923 -0.192 -0.054
H 3.907 -0.306 0.103 0.041
H 2.404 -0.460 -0.194 -0.040

23
Properties=species:S:1:pos:R:3:lowdin_charge:R:1 method="wB97M-V/def2-TZVPD" homo_ha=-0.3428 max_force_ev_per_a=3.9 de_lowest_ev=3.495
C 3.195 0.105 0.672 -0.138
C 2.726 -1.338 0.749 -0.343
C 1.291 -1.511 0.247 -0.637
S -0.034 -0.793 1.250 0.718
H 3.122 0.453 -0.367 0.074
H 4.227 0.205 1.007 0.069
H 2.539 0.751 1.276 0.050
H 3.367 -2.028 0.193 0.106
H 2.724 -1.662 1.796 0.098
H 1.006 -2.570 0.165 0.065
H 1.232 -1.123 -0.781 0.067
C -1.972 1.012 -1.356 -0.292
O -2.663 0.532 -2.522 -0.084
C -2.808 0.515 -0.183 -0.310
N -2.389 1.196 1.048 -0.045
H -1.908 2.106 -1.396 0.116
H -0.951 0.604 -1.314 0.065
H -2.063 0.680 -3.261 0.079
H -3.849 0.744 -0.429 0.115
H -2.673 -0.576 -0.209 0.094
H -1.420 0.868 1.221 -0.124
H -2.902 0.774 1.821 0.066
H 0.201 1.056 0.374 0.191

25
Properties=species:S:1:pos:R:3:lowdin_charge:R:1 method="wB97M-V/def2-TZVPD" homo_ha="-0.2868 / -0.2673" max_force_ev_per_a=2.0 de_lowest_ev=0.000
C 0.107 0.405 -0.206 -0.355
C 1.612 -1.650 -0.254 -0.107
C 0.911 2.208 1.358 -0.093
C 1.260 -0.290 -0.861 -0.300
C 0.265 0.823 1.228 -0.293
O -3.359 -0.949 0.594 -0.665
O -2.616 1.328 -0.309 -0.611
Si -2.113 -1.921 0.277 0.619
Si -1.276 1.007 -1.258 0.473
P -3.919 0.571 0.173 0.784
H 0.721 -2.278 -0.225 0.036
H 1.990 -1.541 0.760 0.067
H 2.375 -2.149 -0.847 0.071
H 0.316 2.947 0.829 0.070
H 1.916 2.208 0.941 0.070
H 0.970 2.496 2.406 0.073
H 1.041 -0.421 -1.922 0.091
H 2.147 0.352 -0.789 0.114
H -0.716 0.869 1.707 0.095
H 0.877 0.101 1.773 0.100
H -2.302 -2.660 -0.964 -0.073
H -1.836 -2.581 1.538 -0.072
H -1.209 2.347 -1.880 -0.028
H -1.634 0.044 -2.313 -0.017
H -4.378 0.129 -1.110 -0.051

46
Properties=species:S:1:pos:R:3:lowdin_charge:R:1 method="wB97M-V/def2-TZVPD" total_charge=+2 homo_ha="-0.5914 / -0.5909" max_force_ev_per_a=5.1 spin_multiplicity=3
Ag -0.508 0.596 -0.349 1.202
C -4.180 -1.926 -0.982 -0.591
F -4.959 -2.107 -2.072 0.177
F -4.513 -0.828 -0.363 0.188
F -4.210 -2.999 -0.199 0.175
S -2.353 -1.608 -1.711 0.748
O -1.951 -2.686 -2.585 -0.210
O -2.423 -0.272 -2.345 -0.310
N -1.273 -1.398 -0.359 -0.278
S -1.090 -2.854 0.236 0.671
O -1.172 -2.673 1.674 -0.049
O -1.840 -3.999 -0.250 -0.156
C 0.771 -3.233 -0.137 -0.605
F 1.470 -2.739 0.862 0.180
F 0.899 -4.581 -0.140 0.165
F 1.084 -2.762 -1.338 0.156
O 0.474 2.792 -0.473 -0.033
H 1.320 3.171 -0.234 0.077
H 0.292 3.143 -1.345 0.064
O -2.698 1.501 -0.386 -0.070
H -3.020 1.508 -1.287 0.047
H -3.475 1.668 0.148 0.078
C 1.648 0.413 -3.117 -0.703
O 0.697 0.487 -2.353 -0.047
N 2.425 -0.657 -3.272 0.204
N 2.105 1.480 -3.722 0.197
H 3.138 -0.813 -3.970 0.136
H 2.063 -1.389 -2.678 0.092
H 1.544 2.308 -3.578 0.124
H 2.826 1.416 -4.426 0.134
C 2.593 0.586 1.302 -0.732
O 1.623 0.148 0.632 -0.082
N 2.566 0.845 2.566 0.207
N 3.681 0.969 0.745 0.204
H 3.331 1.437 2.857 0.140
H 1.691 0.687 3.045 0.107
H 4.426 0.999 1.427 0.134
H 3.841 0.682 -0.210 0.139
C -0.798 1.312 3.136 -0.680
O -0.826 0.912 1.980 -0.061
N 0.069 2.295 3.518 0.171
N -1.711 0.948 4.017 0.204
H -0.182 2.849 4.324 0.124
H 0.779 2.564 2.851 0.102
H -1.692 1.397 4.921 0.130
H -2.479 0.411 3.640 0.133

34
Properties=species:S:1:pos:R:3:lowdin_charge:R:1 method="wB97M-V/def2-TZVPD" total_charge=+1 homo_ha=-0.4574 max_force_ev_per_a=1.3
O 2.535 2.903 -0.483 -0.449
P 1.490 2.185 -1.273 0.758
B -0.084 1.889 -0.160 -0.569
O -0.118 0.746 0.638 0.192
B -1.283 -0.025 0.344 -0.438
C -1.216 -1.617 0.365 -0.025
C 0.222 -2.130 0.631 -0.188
C 0.978 -2.838 -0.528 -0.069
C 2.390 -3.201 -0.056 -0.491
O 2.870 -2.792 0.977 0.071
O 3.127 -3.952 -0.856 0.168
O -2.423 0.703 0.023 0.303
B -2.353 2.013 -0.450 -0.429
C -3.482 2.633 -1.358 -0.066
O -4.436 3.429 -0.649 -0.123
O -3.679 4.414 0.109 -0.008
O -1.172 2.713 -0.159 0.282
H 1.052 2.771 -2.471 0.015
H 1.871 0.893 -1.713 -0.003
H -1.883 -1.975 1.160 0.125
H -1.646 -1.993 -0.579 0.127
H 0.255 -2.809 1.496 0.133
H 0.810 -1.267 0.907 0.051
H 0.431 -3.727 -0.873 0.139
H 1.119 -2.158 -1.386 0.137
H 2.673 -4.148 -1.690 0.138
H -4.101 1.847 -1.815 0.138
H -3.029 3.224 -2.173 0.132
H -3.986 4.231 1.010 0.111
N 2.616 -0.392 2.203 0.326
H 2.208 -0.673 3.094 0.164
H 1.991 0.264 1.737 0.121
H 3.521 0.052 2.365 0.164
H 2.733 -1.212 1.610 0.063

46
Properties=species:S:1:pos:R:3:lowdin_charge:R:1 method="wB97M-V/def2-TZVPD" total_charge=+1 homo_ha=-0.3464 max_force_ev_per_a=4.8
N -0.197 0.160 -0.151 -0.271
Ta -0.591 1.923 1.090 1.276
P -2.117 3.049 -0.683 0.331
O -1.216 4.441 -1.307 -0.529
I -2.513 1.610 -2.637 0.391
C -2.428 0.788 1.962 -0.497
F -2.043 0.334 3.342 -0.270
F -3.570 1.745 1.982 -0.164
F -2.795 -0.445 1.216 -0.169
H -1.047 -0.203 -0.640 -0.089
H 0.080 -0.621 0.504 -0.013
H 0.868 2.805 0.332 -0.149
H -0.968 3.391 2.208 -0.108
H 0.426 1.247 2.475 -0.102
H -0.382 4.120 -1.773 -0.048
C 3.670 5.146 -0.008 -1.557
Br 1.893 5.208 -0.797 0.680
Br 5.026 5.831 -1.224 0.689
Br 3.728 6.041 1.718 0.556
H 3.904 4.092 0.170 -0.022
C -2.377 -4.314 0.425 -0.739
O -2.118 -4.903 -0.613 0.001
N -2.082 -3.016 0.618 0.159
N -2.979 -4.912 1.469 0.154
H -2.287 -2.514 1.465 0.073
H -1.628 -2.529 -0.144 0.095
H -3.218 -5.889 1.365 0.116
H -3.200 -4.444 2.332 0.098
Be -4.042 -0.488 3.944 0.373
Cl 2.976 -4.832 1.515 0.646
C 2.147 -6.218 2.266 -0.646
C 0.633 -6.086 2.201 -0.651
Cl 0.027 -4.777 3.246 0.611
H 2.499 -6.306 3.299 0.095
H 2.466 -7.111 1.721 0.041
H 0.164 -7.011 2.548 0.090
H 0.290 -5.892 1.180 0.059
O 0.150 3.910 -3.723 -0.016
H -0.126 4.591 -4.309 -0.014
Li -4.605 0.940 -4.407 0.745
B 3.052 5.610 -4.768 -1.059
F 3.378 4.201 -4.617 0.028
F 3.468 6.334 -3.578 -0.053
F 3.745 6.146 -5.928 0.044
F 1.617 5.758 -4.949 0.067
Na 2.322 -6.913 -0.334 0.753

26
Properties=species:S:1:pos:R:3:lowdin_charge:R:1 method="wB97M-V/def2-TZVPD" total_charge=+1 homo_ha=-0.3998 max_force_ev_per_a=5.7
C -1.139 1.029 -3.704 -0.274
Hf 0.244 0.235 -2.321 0.827
N 1.414 -1.674 -2.925 -0.019
H 1.031 1.062 -1.064 -0.140
H 0.601 1.593 -2.955 -0.139
H -1.584 1.945 -3.487 0.001
H -1.645 0.206 -3.276 -0.077
H -0.780 0.896 -4.684 0.005
H 1.099 -2.513 -2.411 0.080
H 2.425 -1.619 -2.735 0.085
H 1.337 -1.921 -3.917 0.084
S -1.358 -0.709 -0.823 0.566
C -0.722 -0.446 0.875 -0.641
N -1.577 -0.118 1.852 0.038
C -1.177 0.352 3.187 -0.141
C 0.263 0.817 3.165 -0.156
C 1.151 -0.193 2.473 -0.148
N 0.585 -0.551 1.175 0.012
H -2.560 -0.126 1.586 0.143
H -1.306 -0.469 3.902 0.132
H -1.853 1.163 3.469 0.134
H 0.617 0.966 4.185 0.129
H 0.333 1.778 2.644 0.132
H 1.246 -1.099 3.084 0.133
H 2.152 0.206 2.293 0.135
H 1.202 -0.810 0.412 0.096

24
Properties=species:S:1:pos:R:3:lowdin_charge:R:1 method="wB97M-V/def2-TZVPD" smiles=C[C@@H](CN)N(C)C.O homo_ha=-0.3108 max_force_ev_per_a=3.2 de_lowest_ev=2.373
C 0.446 1.744 0.991 -0.097
C -0.052 0.341 0.736 -0.409
C -1.443 0.300 -0.038 -0.245
N -2.451 1.341 -0.037 -0.016
N 0.913 -0.510 0.063 -0.279
C 1.272 -0.334 -1.309 -0.124
C 2.091 -0.883 0.915 -0.094
H 1.549 1.671 1.356 0.095
H 0.377 2.337 -0.018 0.108
H -0.071 2.378 1.733 0.070
H -0.246 -0.097 1.842 0.168
H -2.117 -0.554 0.346 0.118
H -1.090 0.136 -1.106 0.089
H -2.225 2.180 0.488 0.059
H -2.687 1.641 -0.954 0.051
H 1.913 -1.160 -1.652 0.089
H 0.312 -0.366 -1.986 0.101
H 1.730 0.631 -1.477 0.071
H 2.247 -1.957 0.760 0.071
H 3.057 -0.288 0.587 0.105
H 1.931 -0.568 2.018 0.100
O -1.953 -3.008 -1.227 -0.055
H -2.395 -2.143 -1.189 0.022
H -1.109 -2.831 -0.843 0.003

24
Properties=species:S:1:pos:R:3:lowdin_charge:R:1 method="wB97M-V/def2-TZVPD" smiles=CC[C@@H](CN)NC.O homo_ha=-0.3006 max_force_ev_per_a=1.7 de_lowest_ev=1.201
C 0.302 -2.604 0.622 -0.080
C -0.703 -1.466 0.317 -0.210
C -0.047 -0.109 0.117 -0.357
C 0.417 0.223 -1.336 -0.221
N 1.879 0.349 -1.356 -0.009
N -0.805 1.005 0.698 -0.116
C -2.255 1.055 0.803 -0.120
H 0.241 -2.901 1.672 0.074
H 0.062 -3.489 0.078 0.053
H 1.289 -2.278 0.308 0.063
H -1.516 -1.427 1.038 0.099
H -1.174 -1.757 -0.611 0.093
H 0.897 -0.064 0.676 0.132
H -0.040 1.169 -1.599 0.112
H 0.089 -0.600 -1.961 0.099
H 2.341 -0.542 -1.429 0.062
H 2.116 0.786 -2.243 0.071
H -0.332 1.564 1.385 0.096
H -2.586 2.073 0.604 0.075
H -2.664 0.403 0.025 0.080
H -2.620 0.664 1.756 0.070
O 1.606 2.927 0.402 -0.065
H 2.470 2.763 0.014 0.028
H 1.032 2.257 0.020 -0.028

24
Properties=species:S:1:pos:R:3:lowdin_charge:R:1 method="wB97M-V/def2-TZVPD" smiles=CCNC[C@H](C)N.O homo_ha=-0.3220 max_force_ev_per_a=4.1 de_lowest_ev=1.767
C -0.947 -2.009 -2.219 -0.114
C -1.316 -0.574 -1.810 -0.334
N -0.261 0.106 -1.047 -0.076
C -0.082 -0.633 0.277 -0.179
C 0.966 0.157 1.073 -0.394
C 1.888 -0.650 2.042 -0.056
N 0.417 1.327 1.845 0.016
H -0.782 -2.612 -1.369 0.019
H -1.604 -2.588 -2.977 0.093
H 0.122 -1.960 -2.752 0.113
H -1.521 0.199 -2.620 0.125
H -2.289 -0.591 -1.352 0.081
H -0.529 1.094 -0.825 0.084
H 0.441 -1.588 0.042 0.106
H -1.065 -0.892 0.660 0.113
H 1.538 0.844 0.369 0.144
H 2.206 -1.542 1.518 0.066
H 1.370 -0.998 2.897 0.057
H 2.662 0.061 2.333 0.076
H -0.477 1.135 2.154 0.032
H 0.943 1.531 2.676 0.059
O -0.374 3.368 -0.620 -0.003
H -0.093 3.120 0.225 -0.024
H -1.215 3.696 -0.519 -0.005